Entry from the Open Molecules 2025 dataset: C11H12NO3 as an isolated structure at a distorted geometry (ωB97M-V with the def2-TZVPD basis set).

Computed properties:
Strongest force on any atom   3.87 eV Å⁻¹
Spin multiplicity   1
Total energy   -706.78953 hartree
Charge   -1
HOMO level   -1.844 eV

Geometry as XYZ:
```
27
C11H12NO3, DFT ωB97M-V with the def2-TZVPD basis set
C -0.615 3.428 -0.028
C 0.636 1.562 0.762
O 6.089 0.064 0.599
H -0.272 -2.282 -1.601
H 2.537 0.546 -0.571
H 3.867 -1.205 1.232
C -0.334 -3.022 0.413
H 1.490 1.121 1.283
C 0.339 -0.703 -0.300
H 1.029 3.517 1.418
H -1.104 4.373 0.164
O 1.507 -1.112 0.284
H -1.260 -3.625 0.547
C 2.593 -0.398 -0.028
H -1.701 0.339 -1.478
C -0.551 -1.883 -0.660
H -2.222 2.902 -1.198
C -1.326 2.539 -0.790
C 0.323 2.902 0.798
O 4.889 0.953 -1.114
C 0.032 0.686 -0.200
H -0.102 -2.390 1.278
H -1.589 -1.653 -0.596
C 5.272 0.330 -0.208
C -1.111 1.167 -0.879
N 3.765 -0.593 0.436
H 0.475 -3.578 0.124
```

Entry from the Open Molecules 2025 dataset: C11H13AgN2O5PS as an isolated structure at a distorted geometry (ωB97M-V with the def2-TZVPD basis set).

Computed properties:
Strongest force on any atom   1.81 eV Å⁻¹
Spin multiplicity   2
Total energy   -1798.46204 hartree
Expectation value of S²   0.75
Charge   +2
HOMO level (spin up / spin down)   -14.580 / -14.571 eV

Geometry as XYZ:
```
34
C11H13AgN2O5PS, DFT ωB97M-V with the def2-TZVPD basis set
N 1.050 1.930 0.937
H 3.671 0.277 -0.133
H -0.705 -2.604 -2.071
H -1.349 2.932 -1.331
H 2.703 -0.275 2.229
O -1.925 -3.997 0.000
C -0.656 2.086 -1.454
O -0.304 0.288 3.026
C -1.985 0.181 -0.329
C -0.887 -1.265 1.292
C -0.903 1.448 -2.801
Ag -0.076 4.147 -2.855
S -4.251 -2.497 -0.833
C 2.870 0.979 -0.335
O -3.091 0.482 -0.719
H -0.790 0.365 -2.942
H -0.967 -4.082 0.117
P -2.313 -2.627 -0.658
H 2.129 0.457 -0.939
N -0.482 -2.449 1.910
C -0.845 1.150 -0.296
H 0.405 2.382 -1.432
C 2.185 1.283 0.970
C 2.817 0.813 2.224
H 2.251 1.198 3.062
H -1.114 -2.757 2.640
H 0.450 -2.314 2.281
C -1.656 -1.196 0.208
C -0.046 1.114 0.774
H 3.224 1.877 -0.825
O -1.214 2.161 -3.726
O -1.670 -2.602 -2.116
H 3.877 1.032 2.277
C -0.404 0.084 1.849
```

Entry from the Open Molecules 2025 dataset: C11H13BrHo as an isolated structure at a distorted geometry (ωB97M-V with the def2-TZVPD basis set).

Computed properties:
Strongest force on any atom   3.75 eV Å⁻¹
Spin multiplicity   5
Total energy   -3949.05707 hartree
Expectation value of S²   6.00
Charge   -1
HOMO level (spin up / spin down)   -3.513 / -3.520 eV

Geometry as XYZ:
```
26
C11H13BrHo, DFT ωB97M-V with the def2-TZVPD basis set
C -0.538 2.237 -0.151
Br -1.767 -0.758 2.965
H -0.327 -3.526 -0.907
H 0.978 2.206 2.860
C -0.845 -0.497 -2.293
H 1.175 1.879 -1.510
C 0.711 2.273 1.804
C -2.018 -0.669 -1.497
H -2.820 0.075 -1.378
C 1.969 -1.383 1.317
C -0.616 2.399 1.273
H -1.530 2.508 1.830
H 2.902 -0.786 1.355
C 1.592 1.976 0.699
C 0.802 1.968 -0.486
H 2.642 1.749 0.745
C -1.933 -1.949 -0.857
H 0.980 -1.810 -2.571
C -0.032 -1.655 -2.148
H -0.596 0.395 -2.901
H -1.349 2.331 -0.866
H -2.658 -2.350 -0.149
H 2.090 -2.191 0.558
Ho 0.074 0.006 1.269
H 1.816 -1.861 2.308
C -0.699 -2.568 -1.268
```

Entry from the Open Molecules 2025 dataset: one molecule with the formula C11H13ClO2S at a distorted geometry (ωB97M-V with the def2-TZVPD basis set).

Computed properties:
Strongest force on any atom   7.82 eV Å⁻¹
Spin multiplicity   3
Total energy   -1435.53237 hartree
Expectation value of S²   2.05
HOMO level (spin up / spin down)   -5.013 / -9.044 eV

Geometry as XYZ:
```
28
C11H13ClO2S, DFT ωB97M-V with the def2-TZVPD basis set
C 0.300 -0.542 0.388
H 0.891 0.299 -0.012
H -0.246 1.118 -5.256
Cl 0.855 -2.098 -0.061
H -0.822 0.973 3.173
C 0.284 0.779 2.746
O -2.104 0.707 0.586
C 0.372 -0.554 1.986
H -0.623 2.792 -3.686
S -1.558 -0.494 -0.032
C 1.490 0.366 3.611
C -0.540 0.744 -4.246
O -0.547 -1.720 2.226
H 2.525 -0.524 1.797
C -1.252 0.028 -1.701
H 0.436 1.601 2.087
C -1.239 1.328 -2.108
H -0.341 -1.995 3.120
H -0.486 -1.252 -4.785
H 1.250 -0.122 4.666
H 1.985 -1.762 2.757
C 1.786 -0.743 2.520
H -0.908 -2.100 -2.338
C -0.598 -0.629 -3.941
H 2.395 0.923 3.818
H -1.681 2.079 -1.377
C -0.756 1.753 -3.335
C -0.866 -0.954 -2.605
```